No. 1
Formula: C20H47BrF2N2O10Si
Source: OMol25
Level of theory: wB97M-V/def2-TZVPD

```
83
Properties=species:S:1:pos:R:3:lowdin_charge:R:1
C 7.70 -1.18 -3.88 -0.141
N 6.39 -0.55 -3.77 -0.198
C 5.55 -1.19 -2.76 -0.351
Si 3.75 -0.66 -2.82 0.284
Br 3.47 1.06 -4.13 0.513
N 2.72 -2.04 -3.36 0.005
C 2.81 -2.40 -4.71 -0.558
O 2.60 -1.70 -5.63 0.151
F 3.13 -3.70 -4.88 0.117
C 2.59 -3.02 -2.34 -0.559
O 1.85 -2.95 -1.44 0.188
F 3.42 -4.06 -2.50 0.123
H 8.14 -1.26 -2.88 0.081
H 8.37 -0.55 -4.48 0.078
H 7.67 -2.19 -4.32 0.080
H 5.93 -0.56 -4.68 0.068
H 5.90 -0.88 -1.77 0.088
H 5.61 -2.29 -2.79 0.085
H 3.24 -0.33 -1.49 0.004
C -0.50 -5.43 -2.84 -0.103
O -0.61 -5.83 -4.19 -0.183
C 0.63 -6.01 -4.85 -0.204
C 1.02 -7.47 -4.95 -0.203
O 1.26 -8.05 -3.68 -0.188
C 0.18 -8.82 -3.20 -0.112
H -1.49 -5.52 -2.40 0.091
H 0.20 -6.07 -2.29 0.089
H -0.17 -4.39 -2.76 0.078
H 1.42 -5.46 -4.32 0.104
H 0.54 -5.59 -5.85 0.129
H 1.95 -7.55 -5.53 0.126
H 0.24 -8.02 -5.49 0.127
H 0.08 -9.76 -3.77 0.088
H -0.77 -8.28 -3.24 0.084
H 0.40 -9.07 -2.16 0.089
C -0.88 3.96 0.38 -0.110
O -1.04 3.86 -1.02 -0.186
C 0.11 4.25 -1.75 -0.205
C 0.91 3.06 -2.23 -0.228
O 1.47 2.32 -1.15 -0.208
C 0.73 1.15 -0.83 -0.120
H -1.74 3.46 0.84 0.078
H 0.04 3.47 0.72 0.083
H -0.87 5.01 0.70 0.090
H 0.74 4.91 -1.15 0.127
H -0.23 4.81 -2.63 0.126
H 1.74 3.41 -2.85 0.101
H 0.28 2.41 -2.84 0.128
H 0.82 0.39 -1.61 0.072
H -0.33 1.38 -0.68 0.086
H 1.14 0.75 0.10 0.092
C -5.29 2.41 0.86 -0.107
O -4.33 2.71 1.85 -0.206
C -4.75 3.67 2.80 -0.204
C -5.16 3.03 4.11 -0.204
O -6.32 2.22 3.99 -0.185
C -6.04 0.84 3.89 -0.112
H -4.93 1.54 0.31 0.090
H -6.26 2.17 1.31 0.085
H -5.42 3.24 0.16 0.090
H -5.58 4.27 2.40 0.128
H -3.91 4.34 2.99 0.118
H -5.38 3.81 4.83 0.129
H -4.32 2.44 4.50 0.120
H -5.69 0.44 4.85 0.088
H -5.30 0.62 3.12 0.082
H -6.97 0.34 3.63 0.089
C -1.41 5.31 6.21 -0.107
O -1.96 4.18 5.56 -0.201
C -1.07 3.56 4.64 -0.204
C -0.44 2.32 5.22 -0.203
O 0.41 2.61 6.32 -0.187
C -0.18 2.36 7.58 -0.111
H -2.10 5.59 7.01 0.090
H -0.43 5.09 6.64 0.085
H -1.31 6.16 5.52 0.089
H -0.29 4.27 4.33 0.128
H -1.65 3.28 3.76 0.114
H 0.17 1.84 4.45 0.126
H -1.22 1.61 5.52 0.126
H -0.28 1.28 7.76 0.089
H -1.16 2.83 7.66 0.083
H 0.48 2.78 8.33 0.089
```

Computed properties:
- F_max: 0.84 eV/A
- E_HOMO: -0.3386 hartree
- Net charge: 0
- SMILES: CNC[Si@@H](Br)N(C(=O)F)C(=O)F.COCCOC.COCCOC.COCCOC.COCCOC

---

No. 2
Formula: C20H47BrO10
Source: OMol25
Level of theory: wB97M-V/def2-TZVPD

```
78
Properties=species:S:1:pos:R:3:lowdin_charge:R:1
O 0.99 -0.10 -0.29 0.064
C 0.78 -0.10 -1.47 -0.737
Br 0.48 1.65 -2.37 0.649
C 0.71 -1.29 -2.39 -0.121
C -0.27 -2.39 -1.96 -0.188
C -1.68 -2.21 -2.49 -0.076
C -2.31 -1.45 -1.34 -0.297
C -3.80 -1.22 -1.34 -0.090
C -4.68 -2.39 -1.77 -0.226
O -5.65 -2.01 -2.74 -0.065
O -1.84 -2.21 -0.21 0.075
C -0.54 -2.54 -0.46 -0.423
O 0.21 -2.92 0.41 0.139
H 1.72 -1.66 -2.53 0.139
H 0.39 -0.92 -3.36 0.091
H 0.19 -3.32 -2.27 0.126
H -1.80 -1.80 -3.49 0.141
H -2.11 -3.20 -2.45 0.098
H -1.82 -0.48 -1.23 0.140
H -3.97 -0.39 -2.01 0.127
H -4.06 -0.90 -0.34 0.126
H -5.17 -2.82 -0.90 0.121
H -4.11 -3.19 -2.23 0.104
H -5.96 -1.14 -2.50 0.071
C 1.13 3.79 1.43 -0.087
C 0.31 5.06 1.27 -0.321
O 0.53 5.67 0.00 -0.084
H 2.19 4.01 1.32 0.065
H 0.97 3.34 2.42 0.077
H 0.87 3.06 0.67 0.048
H 0.59 5.80 2.02 0.110
H -0.76 4.84 1.39 0.108
H 0.29 5.03 -0.68 0.067
C 5.36 2.16 1.03 -0.080
C 6.16 3.34 1.58 -0.317
O 6.34 4.36 0.61 -0.085
H 5.86 1.75 0.16 0.077
H 5.25 1.38 1.79 0.052
H 4.37 2.49 0.72 0.063
H 7.15 3.02 1.88 0.112
H 5.66 3.75 2.47 0.105
H 5.47 4.67 0.34 0.073
C -0.78 -6.89 -4.11 -0.083
C -1.07 -5.50 -3.58 -0.324
O -0.44 -4.49 -4.36 -0.085
H 0.29 -7.08 -4.13 0.079
H -1.25 -7.66 -3.49 0.078
H -1.16 -7.00 -5.13 0.075
H -0.68 -5.40 -2.56 0.110
H -2.15 -5.32 -3.54 0.108
H -0.78 -4.57 -5.26 0.087
C 3.52 -0.96 3.84 -0.084
C 4.97 -0.58 4.09 -0.321
O 5.11 0.81 4.38 -0.100
H 3.11 -0.38 3.01 0.071
H 3.43 -2.02 3.59 0.076
H 2.91 -0.76 4.72 0.074
H 5.57 -0.76 3.20 0.106
H 5.38 -1.17 4.91 0.108
H 4.59 1.00 5.18 0.061
C 4.31 3.96 6.24 -0.092
C 3.44 3.75 7.47 -0.320
O 3.48 2.40 7.92 -0.086
H 3.99 3.29 5.44 0.064
H 4.26 4.98 5.88 0.075
H 5.35 3.72 6.47 0.078
H 2.40 3.96 7.23 0.110
H 3.74 4.42 8.28 0.108
H 4.39 2.20 8.16 0.076
C -8.60 0.01 -5.57 -0.093
C -9.23 -0.15 -4.20 -0.326
O -9.02 -1.46 -3.67 -0.080
H -9.00 -0.73 -6.27 0.076
H -8.79 1.01 -5.98 0.073
H -7.52 -0.14 -5.52 0.069
H -10.30 -0.02 -4.26 0.110
H -8.83 0.59 -3.51 0.105
H -8.07 -1.60 -3.60 0.052
```

Computed properties:
- F_max: 2.20 eV/A
- E_HOMO: -0.3662 hartree
- Net charge: 0
- SMILES: O=C(Br)C[C@@H]1C[C@@H](CCO)OC1=O.CCO.CCO.CCO.CCO.CCO.CCO

---

No. 3
Formula: C20H47ClN4O7
Source: OMol25
Level of theory: wB97M-V/def2-TZVPD

```
79
Properties=species:S:1:pos:R:3:lowdin_charge:R:1
C -3.19 1.67 -4.13 -0.004
C -2.34 0.36 -3.52 -0.285
O -1.03 0.25 -3.77 -0.026
O -3.13 -0.62 -2.76 -0.119
C -2.93 -2.00 -3.24 -0.139
C -3.38 -2.27 -4.79 -0.123
O -4.77 -2.81 -4.82 -0.103
C -5.53 -2.29 -5.97 -0.287
O -6.00 -3.23 -6.83 0.004
N -5.77 -0.85 -6.32 0.005
C -6.86 -0.21 -5.49 -0.231
C -6.71 -0.40 -3.87 -0.645
C -7.10 0.95 -2.99 -0.150
Cl -7.92 -1.74 -3.37 0.513
H -4.22 1.24 -4.54 0.066
H -3.47 2.34 -3.20 0.102
H -2.59 2.24 -4.97 0.109
H -3.64 -2.69 -2.57 0.161
H -1.83 -2.41 -3.04 0.150
H -2.70 -3.16 -5.21 0.158
H -3.21 -1.37 -5.53 0.134
H -4.90 -0.28 -6.37 0.102
H -7.95 -0.50 -5.83 0.133
H -6.78 0.97 -5.69 0.137
H -5.62 -0.69 -3.54 0.091
H -6.21 1.73 -3.19 0.075
H -7.09 0.69 -1.83 0.092
H -8.15 1.38 -3.25 0.088
C 0.86 1.36 -0.76 -0.105
O 2.07 2.04 -0.46 -0.191
C 3.23 1.20 -0.45 -0.200
C 3.85 0.96 -1.84 -0.428
C 3.07 -0.06 -2.68 -0.071
N 3.97 2.21 -2.61 0.034
H 0.85 0.34 -0.36 0.079
H 0.69 1.35 -1.84 0.063
H 0.03 1.91 -0.31 0.089
H 3.97 1.74 0.16 0.115
H 3.03 0.26 0.08 0.107
H 4.85 0.55 -1.69 0.134
H 2.14 0.34 -3.08 0.062
H 3.68 -0.39 -3.53 0.078
H 2.83 -0.95 -2.08 0.078
H 4.56 2.85 -2.09 0.071
H 3.05 2.66 -2.60 0.072
C -1.76 -0.93 1.66 -0.109
O -1.74 -1.97 2.63 -0.193
C -0.48 -2.64 2.74 -0.196
C 0.54 -1.92 3.65 -0.425
C 1.21 -0.72 2.98 -0.067
N -0.07 -1.49 4.91 0.036
H -1.13 -1.16 0.79 0.081
H -1.45 0.01 2.11 0.074
H -2.79 -0.81 1.31 0.088
H -0.71 -3.61 3.20 0.121
H -0.06 -2.86 1.75 0.116
H 1.34 -2.64 3.88 0.136
H 0.54 0.15 2.92 0.069
H 2.09 -0.41 3.55 0.067
H 1.54 -0.97 1.97 0.067
H -0.43 -2.31 5.40 0.072
H -0.91 -0.95 4.68 0.072
C 4.89 1.29 3.70 -0.104
O 4.58 0.32 4.69 -0.204
C 5.65 0.03 5.60 -0.197
C 5.76 1.03 6.77 -0.432
C 6.40 2.36 6.38 -0.077
N 4.45 1.29 7.38 0.035
H 5.94 1.23 3.38 0.092
H 4.66 2.29 4.07 0.077
H 4.26 1.10 2.83 0.072
H 5.42 -0.96 6.02 0.121
H 6.60 -0.07 5.06 0.116
H 6.41 0.57 7.53 0.134
H 5.72 3.00 5.80 0.064
H 6.69 2.92 7.27 0.077
H 7.30 2.20 5.78 0.078
H 4.07 0.41 7.73 0.073
H 3.81 1.56 6.63 0.072
```

Computed properties:
- F_max: 9.20 eV/A
- E_HOMO: -0.3399 hartree
- Net charge: 0
- SMILES: CC(=O)OCCOC(=O)NC[C@@H](C)Cl.COC[C@@H](C)N.COC[C@@H](C)N.COC[C@@H](C)N

---

No. 4
Formula: C20H47N2NbO2
Source: OMol25
Level of theory: wB97M-V/def2-TZVPD

```
72
Properties=species:S:1:pos:R:3:lowdin_charge:R:1
C 1.52 3.62 4.88 -0.070
C 0.66 3.27 3.91 -0.343
C 0.79 2.09 3.02 -0.381
Nb 1.92 2.37 1.03 1.672
N 1.66 0.29 0.63 -0.274
O 0.12 2.75 0.17 -0.442
C 3.14 2.43 -0.91 -0.370
O 2.23 2.39 -2.02 -0.310
C 2.06 3.62 -2.67 -0.153
C 2.38 4.55 1.33 -0.337
C 1.41 5.59 0.69 -0.491
C 2.18 6.57 -0.22 -0.107
C 0.66 6.40 1.78 -0.087
H 1.54 4.63 5.28 0.031
H 2.23 2.91 5.30 0.042
H -0.22 3.90 3.78 0.082
H 1.34 1.31 3.56 0.028
H -0.19 1.68 2.77 0.019
H 3.44 1.95 1.96 -0.102
H 0.69 0.07 0.86 -0.076
H 1.72 0.17 -0.38 -0.068
H -0.53 3.10 0.78 -0.018
H 3.77 1.54 -0.97 0.034
H 3.80 3.30 -0.95 0.031
H 1.65 3.42 -3.66 0.078
H 3.01 4.15 -2.77 0.080
H 1.36 4.27 -2.12 0.072
H 3.37 4.71 0.88 0.021
H 2.52 4.79 2.39 0.024
H 0.66 5.13 0.05 0.073
H 3.04 6.09 -0.70 0.055
H 1.54 6.92 -1.04 0.069
H 2.51 7.46 0.32 0.065
H -0.42 6.20 1.76 0.064
H 0.77 7.48 1.63 0.059
H 1.02 6.16 2.78 0.054
C -2.07 -2.52 2.00 -0.082
C -1.79 -2.03 0.58 -0.249
C -2.85 -2.47 -0.43 -0.164
C -2.94 -3.95 -0.76 -0.096
N -1.81 -4.59 -1.53 -0.210
C -0.68 -5.04 -0.63 -0.086
C -1.20 -6.28 0.08 -0.129
C -2.23 -6.90 -0.88 -0.128
C -2.32 -5.92 -2.04 -0.102
C -1.35 -3.76 -2.71 -0.094
C -0.23 -2.74 -2.47 -0.210
C -0.57 -1.31 -2.89 -0.073
H -2.13 -3.62 2.06 0.059
H -1.28 -2.21 2.68 0.085
H -3.01 -2.12 2.38 0.083
H -0.79 -2.33 0.29 0.074
H -1.77 -0.94 0.59 0.119
H -2.76 -1.90 -1.35 0.096
H -3.83 -2.21 -0.03 0.133
H -3.82 -4.10 -1.38 0.134
H -3.08 -4.55 0.14 0.126
H 0.16 -5.26 -1.29 0.149
H -0.40 -4.24 0.05 0.118
H -1.67 -6.00 1.03 0.107
H -0.38 -6.95 0.33 0.123
H -3.20 -7.03 -0.39 0.116
H -1.93 -7.88 -1.23 0.118
H -3.32 -5.79 -2.45 0.135
H -1.66 -6.23 -2.85 0.129
H -2.25 -3.30 -3.12 0.137
H -1.00 -4.48 -3.44 0.121
H 0.63 -3.07 -3.05 0.117
H 0.11 -2.74 -1.44 0.088
H -1.05 -1.27 -3.86 0.082
H 0.34 -0.72 -2.94 0.087
H -1.22 -0.82 -2.16 0.066
```

Computed properties:
- F_max: 2.29 eV/A
- E_HOMO: -0.2053 hartree
- Net charge: 0

---

No. 5
Formula: C20H47NOP3Pm
Source: OMol25
Level of theory: wB97M-V/def2-TZVPD

```
73
Properties=species:S:1:pos:R:3:lowdin_charge:R:1
Pm 0.68 -0.35 0.63 0.965
P 2.20 1.25 -1.08 0.942
P -1.23 -2.38 0.60 0.942
N 1.79 -2.09 -0.87 -0.226
C 3.24 -0.18 -1.67 -0.309
H 3.80 0.19 -2.54 0.098
H 3.99 -0.41 -0.89 0.093
C 2.48 -1.47 -2.05 -0.236
H 1.76 -1.30 -2.86 0.121
H 3.20 -2.23 -2.38 0.133
C 0.85 -3.20 -1.25 -0.236
H 1.51 -4.03 -1.54 0.133
H 0.25 -2.91 -2.12 0.120
C -0.03 -3.65 -0.06 -0.309
H 0.62 -3.99 0.77 0.092
H -0.64 -4.52 -0.35 0.098
C -2.75 -2.69 -0.37 -0.529
C -3.70 -1.49 -0.38 -0.108
H -4.58 -1.74 -0.98 0.102
H -3.24 -0.60 -0.82 0.041
H -4.06 -1.23 0.63 0.063
C -1.50 -2.85 2.39 -0.546
C -2.59 -1.99 3.04 -0.097
H -2.66 -2.25 4.11 0.100
H -3.58 -2.15 2.59 0.080
H -2.35 -0.91 2.99 0.048
C 3.31 2.24 0.03 -0.546
C 2.64 3.55 0.48 -0.097
H 3.31 4.07 1.19 0.100
H 1.69 3.37 1.01 0.047
H 2.45 4.24 -0.36 0.080
C 1.84 2.18 -2.62 -0.530
C 0.61 3.09 -2.49 -0.108
H 0.45 3.60 -3.44 0.102
H 0.75 3.86 -1.72 0.063
H -0.30 2.52 -2.27 0.042
C -0.59 -0.04 -1.29 -0.323
O -1.30 0.22 -2.19 0.030
C -1.68 -4.35 2.62 -0.099
H -2.69 -4.69 2.36 0.073
H -0.95 -4.95 2.08 0.073
H -1.54 -4.55 3.69 0.098
C 4.73 2.44 -0.51 -0.099
H 5.37 2.77 0.32 0.098
H 5.16 1.51 -0.91 0.073
H 4.77 3.21 -1.29 0.073
C 3.04 2.96 -3.17 -0.098
H 2.78 3.29 -4.19 0.099
H 3.24 3.86 -2.59 0.081
H 3.95 2.35 -3.25 0.076
C -3.50 -3.97 0.02 -0.098
H -4.04 -3.85 0.97 0.081
H -4.25 -4.17 -0.75 0.099
H -2.85 -4.85 0.08 0.076
H -2.37 -2.81 -1.40 0.118
H 1.58 1.38 -3.34 0.119
H -0.54 -2.56 2.87 0.100
H 3.40 1.61 0.93 0.100
H 2.54 -2.59 -0.41 0.112
H -0.16 1.09 1.87 -0.159
C -1.21 2.63 3.23 -0.230
P -1.32 1.96 1.55 0.736
C -3.05 1.47 1.38 -0.224
C -1.22 3.42 0.48 -0.220
H -1.36 1.81 3.96 0.063
H -1.98 3.40 3.34 0.067
H -0.20 3.05 3.39 0.063
H -3.69 2.27 1.79 0.080
H -3.31 0.55 1.91 0.024
H -3.32 1.34 0.33 0.054
H -1.87 4.21 0.90 0.080
H -0.22 3.83 0.39 0.025
H -1.58 3.18 -0.53 0.054
```

Computed properties:
- 2S+1: 5
- F_max: 3.63 eV/A
- E_HOMO (spin up / spin down): -0.4422 / -0.4283 hartree
- Net charge: +2
- Expectation value of S²: 6.149

---

No. 6
Formula: C20H48B2Cs2O10S5
Source: OMol25
Level of theory: wB97M-V/def2-TZVPD

```
87
Properties=species:S:1:pos:R:3:lowdin_charge:R:1
Cs -0.90 -0.23 5.46 1.119
Cs 0.01 -0.10 1.06 1.064
B -2.34 0.89 2.80 -0.614
H -1.81 1.60 2.19 -0.114
H -1.79 -0.04 2.82 -0.225
H -2.46 1.26 3.80 -0.134
H -3.27 0.59 2.34 -0.056
B 1.52 -1.11 3.97 -0.639
H 2.28 -1.62 3.39 -0.071
H 0.56 -1.18 3.48 -0.225
H 1.42 -1.56 4.94 -0.115
H 1.80 -0.07 3.97 -0.071
C 1.74 5.68 -1.98 -0.190
C 1.65 4.91 -0.62 -0.205
C 0.50 5.58 0.09 -0.270
S 0.63 7.30 -0.05 0.702
O 1.76 7.73 0.82 -0.341
O -0.68 7.92 0.09 -0.325
C 1.19 7.14 -1.79 -0.191
H 1.30 5.04 -2.74 0.105
H 2.80 5.79 -2.21 0.097
H 2.65 4.94 -0.18 0.119
H 1.40 3.87 -0.83 0.091
H 0.46 5.44 1.17 0.121
H -0.43 5.25 -0.38 0.095
H 1.82 7.99 -2.04 0.102
H 0.22 7.23 -2.28 0.090
C 5.63 2.30 -1.57 -0.220
C 5.94 0.79 -1.69 -0.187
C 4.63 -0.07 -1.42 -0.163
S 3.23 1.14 -1.59 0.671
O 2.78 1.55 -0.23 -0.381
O 2.33 0.91 -2.64 -0.310
C 4.26 2.48 -2.24 -0.214
H 6.40 2.97 -1.94 0.117
H 5.55 2.51 -0.50 0.111
H 6.73 0.44 -1.03 0.112
H 6.28 0.74 -2.73 0.107
H 4.49 -0.88 -0.70 0.104
H 4.63 -0.67 -2.34 0.086
H 3.67 3.37 -2.01 0.088
H 4.46 2.20 -3.27 0.110
C 1.17 -5.20 -2.10 -0.191
C -0.08 -5.37 -3.03 -0.223
C -1.17 -4.26 -2.97 -0.189
S -0.85 -3.51 -1.31 0.715
O -2.09 -3.65 -0.55 -0.339
O -0.32 -2.16 -1.47 -0.439
C 0.71 -4.58 -0.73 -0.115
H 1.82 -4.58 -2.72 0.109
H 1.69 -6.13 -1.93 0.109
H -0.54 -6.34 -2.84 0.106
H 0.23 -5.48 -4.07 0.106
H -2.22 -4.52 -3.10 0.103
H -0.94 -3.55 -3.76 0.096
H 0.30 -5.21 0.05 0.091
H 1.28 -3.76 -0.28 0.084
C -1.83 3.25 -1.92 -0.230
C -1.06 1.92 -2.12 -0.233
C -1.88 0.70 -2.56 -0.129
S -3.74 1.38 -2.20 0.736
O -4.01 1.19 -0.82 -0.301
O -4.62 0.97 -3.31 -0.369
C -3.22 3.15 -2.45 -0.222
H -1.35 4.10 -2.40 0.107
H -1.85 3.46 -0.85 0.112
H -0.54 1.66 -1.20 0.042
H -0.33 1.99 -2.92 0.103
H -1.77 -0.11 -1.84 0.055
H -1.80 0.43 -3.61 0.096
H -3.84 3.87 -1.92 0.109
H -3.40 3.35 -3.51 0.101
C -3.63 -4.51 3.07 -0.182
C -4.50 -4.68 4.42 -0.183
C -3.62 -5.49 5.34 -0.240
S -1.89 -5.09 4.96 0.715
O -1.05 -6.32 4.83 -0.356
O -1.46 -3.96 5.74 -0.347
C -2.12 -4.50 3.25 -0.208
H -3.79 -3.65 2.42 0.114
H -4.00 -5.38 2.52 0.109
H -5.45 -5.17 4.20 0.113
H -4.65 -3.75 4.96 0.108
H -3.72 -6.51 4.97 0.105
H -3.71 -5.37 6.42 0.109
H -1.47 -5.16 2.68 0.097
H -1.72 -3.49 3.25 0.099
```

Computed properties:
- F_max: 4.82 eV/A
- E_HOMO: -0.3253 hartree
- Net charge: 0